This record from the Open Molecules 2025 dataset describes C37H32N2O2P2S3Tc as an isolated structure in a non-equilibrium geometry. The level of theory is wB97M-V/def2-TZVPD.

Each line ends with the Mulliken charge.
Geometry (Å):
Tc: 0.1523 -0.6377 0.2536  -0.60
C: 3.2881 0.4574 3.0723  -1.77
C: 2.1239 0.7826 2.1913  1.21
O: 2.2514 0.1984 0.9800  1.21
C: 1.0509 1.4719 2.6619  -1.18
C: -0.2806 1.6329 2.1716  0.86
C: -1.2280 2.5160 2.9329  -1.78
N: -0.7394 0.9676 1.1473  1.33
N: -2.0371 1.1791 0.7949  -1.03
C: -2.4302 0.3268 -0.1086  0.68
O: -1.6383 -0.6119 -0.5767  -0.94
C: -3.8004 0.4582 -0.6170  0.25
C: -4.2516 -0.3276 -1.6758  -0.33
C: -5.5289 -0.1561 -2.1850  -0.63
C: -6.3838 0.7932 -1.6448  -0.35
C: -5.9485 1.5650 -0.5719  -0.62
C: -4.6744 1.4020 -0.0636  -0.32
H: 3.9485 -0.2321 2.5482  -0.03
H: 2.9350 -0.0280 3.9844  0.36
H: 3.8436 1.3611 3.3385  0.33
H: 1.2325 1.9246 3.6297  0.20
H: -0.7406 2.9590 3.8011  0.47
H: -2.0890 1.9262 3.2513  0.35
H: -1.5874 3.3069 2.2746  0.28
H: -3.5853 -1.0715 -2.0936  0.47
H: -5.8636 -0.7656 -3.0166  0.37
H: -7.3786 0.9329 -2.0511  0.36
H: -6.6095 2.3024 -0.1312  0.35
H: -4.3179 1.9994 0.7632  0.43
S: 0.2639 -4.4750 -0.5509  -0.63
P: 1.1201 -2.6825 -0.6423  1.39
C: 1.6489 0.7351 -0.2082  -0.30
P: 1.7850 2.5072 -0.4102  1.54
S: 0.5004 4.0056 -0.1556  -0.56
C: 3.3889 2.9310 0.3812  -0.07
C: 3.4471 3.8758 1.3995  -0.46
C: 4.6544 4.1639 2.0173  -0.66
C: 5.8148 3.5100 1.6197  -0.40
C: 5.7620 2.5715 0.6000  -0.66
C: 4.5532 2.2826 -0.0193  -0.14
C: 2.2611 2.6207 -2.1873  0.00
C: 2.2827 1.5152 -3.0292  0.23
C: 2.6347 1.6588 -4.3656  -0.38
C: 2.9808 2.9027 -4.8712  -0.49
C: 2.9600 4.0132 -4.0341  -0.68
C: 2.5952 3.8723 -2.7054  -0.50
C: 2.7611 -2.8039 0.2297  -0.03
C: 3.8924 -2.1366 -0.2361  0.10
C: 5.0897 -2.1957 0.4652  -0.78
C: 5.1666 -2.9109 1.6515  -0.39
C: 4.0410 -3.5695 2.1303  -0.66
C: 2.8495 -3.5208 1.4207  -0.57
C: 1.7600 -2.6550 -2.3786  -0.10
C: 1.1780 -1.8005 -3.3092  -0.47
C: 1.5496 -1.8468 -4.6479  -0.46
C: 2.5115 -2.7506 -5.0699  -0.52
C: 3.0923 -3.6166 -4.1476  -0.64
C: 2.7118 -3.5755 -2.8172  -0.38
H: 2.5318 4.3762 1.6917  0.36
H: 4.6847 4.8919 2.8203  0.35
H: 6.7582 3.7288 2.1074  0.35
H: 6.6639 2.0581 0.2874  0.40
H: 4.5012 1.5437 -0.8106  0.25
H: 2.0218 0.5468 -2.6176  -0.44
H: 2.6454 0.7908 -5.0153  0.42
H: 3.2618 3.0101 -5.9130  0.36
H: 3.2232 4.9900 -4.4246  0.35
H: 2.5399 4.7379 -2.0573  0.35
H: 3.8307 -1.5523 -1.1465  0.33
H: 5.9637 -1.6750 0.0872  0.33
H: 6.1022 -2.9543 2.2000  0.33
H: 4.0923 -4.1183 3.0644  0.35
H: 1.9647 -4.0229 1.7863  0.32
H: 0.4314 -1.0925 -2.9631  0.26
H: 1.0868 -1.1755 -5.3634  0.52
H: 2.8073 -2.7854 -6.1128  0.35
H: 3.8407 -4.3302 -4.4756  0.36
H: 3.1449 -4.2636 -2.1021  0.40
S: 0.0391 -1.6846 2.2541  -0.56

The calculated total energy comes out at -3647.25048 Ha. The expectation value of S² is 0.7639. The value obtained for the HOMO energy (spin up / spin down) is -0.81 / -0.65 eV. The total charge is -2. The largest force on an atom comes out at 1.76 eV/Å. For the frontier orbital gap (spin up / spin down), the calculation gives 5.21 / 5.04 eV. As for the spin multiplicity: 2.